No. 1
{
  "formula": "C13H17Br4N4O5S2Sm",
  "method": "wB97M-V/def2-TZVPD",
  "spin_multiplicity": 6,
  "charge": 0,
  "total_energy_ha": -12851.32679,
  "s_squared": 8.758,
  "lumo_ev": [-0.5012, -0.5014],
  "homo_lumo_gap_ev": [6.62, 6.62],
  "homo_energy_ev": [-7.1, -7.1],
  "symbols": ["Sm", "Br", "Br", "Br", "Br", "S", "S", "O", "O", "O", "O", "O", "N", "N", "N", "N", "C", "C", "C", "C", "C", "C", "C", "C", "C", "C", "C", "C", "C", "H", "H", "H", "H", "H", "H", "H", "H", "H", "H", "H", "H", "H", "H", "H", "H", "H"],
  "positions_angstrom": [[-1.15761, 0.17266, 0.60622], [-2.14568, 1.28091, 5.45790], [-4.65709, 3.45305, 5.66578], [-4.65343, 3.76741, -0.04614], [-5.90550, 4.73617, 2.88219], [0.91459, 2.12690, -0.06179], [0.99115, -2.82770, -0.07875], [-2.45511, 1.79541, 0.26658], [0.59640, -1.43956, 0.40881], [-1.36779, 0.72408, 2.63678], [-2.45403, -1.49050, 0.05992], [-3.52704, -2.69943, -1.52790], [-1.22762, -0.13303, -1.99057], [-1.79947, -1.42370, -2.15456], [2.14484, 1.34531, -2.28117], [3.13587, 0.68255, -0.33159], [-2.68930, -1.90169, -1.16634], [-2.94703, 2.15931, 1.48726], [-2.39413, 1.61561, 2.68746], [2.13169, 1.32887, -0.93344], [-0.33867, -3.91333, 0.36034], [2.20388, -3.35603, 1.06236], [-2.92360, 2.02287, 3.90778], [4.49605, 0.72572, -2.33142], [-3.97193, 2.94680, 3.98705], [4.23821, 0.01653, -1.01754], [-3.98447, 3.08011, 1.58140], [3.20291, 0.77553, -3.11886], [-4.50303, 3.47967, 2.81862], [4.85070, 1.73957, -2.13379], [3.99493, -1.03557, -1.19948], [3.29712, 1.39335, -4.00946], [2.92124, -0.22912, -3.44148], [5.26208, 0.20222, -2.90253], [-1.24574, -3.30825, 0.30651], [-0.36789, -0.10461, -2.52556], [1.45494, 1.96151, -2.68064], [3.06372, 0.65686, 0.67315], [-0.19721, -4.30017, 1.36822], [2.62187, -4.30697, 0.72679], [-0.37972, -4.71364, -0.37767], [-2.21148, -1.60856, -3.06113], [2.97665, -2.58765, 1.05883], [-1.86182, 0.59151, -2.32307], [5.11032, 0.04860, -0.36754], [1.75721, -3.44955, 2.05245]],
  "forces_ev_per_angstrom": [[1.85, -0.76, -0.50], [0.00, -0.02, -0.02], [-0.02, 0.03, 0.07], [0.03, -0.03, 0.06], [-0.03, 0.02, 0.02], [0.24, 0.12, -0.16], [-0.49, 0.95, -0.75], [-1.00, 1.11, 1.14], [0.58, -0.63, -0.02], [-1.10, 1.13, 0.81], [-0.65, -0.94, -1.45], [0.01, -0.13, 0.09], [-0.31, -0.22, -0.18], [0.08, 0.02, -0.37], [-0.16, 0.12, 0.09], [-0.14, -0.02, 0.26], [-0.14, 0.03, 1.08], [0.14, 0.04, -0.76], [0.45, -0.34, 0.22], [0.26, -0.20, -0.33], [-0.20, -0.24, 0.05], [0.53, -0.22, 0.52], [-0.10, 0.09, -0.01], [0.13, 0.06, -0.05], [0.05, -0.05, -0.14], [-0.15, 0.03, 0.10], [-0.05, 0.00, 0.12], [-0.19, 0.11, 0.10], [0.09, -0.07, -0.07], [0.00, -0.02, -0.02], [-0.02, -0.01, 0.01], [0.03, 0.03, 0.00], [-0.03, -0.05, -0.01], [-0.01, -0.01, 0.02], [-0.02, -0.07, -0.01], [0.00, 0.11, 0.11], [0.04, -0.05, -0.08], [0.08, -0.04, -0.02], [-0.10, -0.01, -0.02], [-0.03, 0.02, 0.06], [-0.04, -0.04, 0.09], [0.10, 0.14, -0.06], [0.05, -0.10, 0.05], [0.08, 0.06, -0.05], [0.02, 0.03, 0.00], [0.13, 0.05, 0.02]]
}

---

No. 2
{
  "formula": "C13H17ClINO2PTi",
  "method": "wB97M-V/def2-TZVPD",
  "spin_multiplicity": 2,
  "charge": 2,
  "total_energy_ha": -2658.97207,
  "s_squared": 0.759,
  "lumo_ev": [-9.1603, -9.1733],
  "homo_lumo_gap_ev": [5.27, 5.86],
  "homo_energy_ev": [-14.4, -15.0],
  "symbols": ["I", "Ti", "Cl", "P", "O", "O", "N", "C", "C", "C", "C", "C", "C", "C", "C", "C", "C", "C", "C", "C", "H", "H", "H", "H", "H", "H", "H", "H", "H", "H", "H", "H", "H", "H", "H", "H", "H"],
  "positions_angstrom": [[2.99579, 0.35647, -2.05050], [1.15671, -0.59557, -0.59596], [2.27074, -1.50750, 1.17104], [-0.77555, -1.91133, 0.44687], [-1.05901, -0.45872, -2.96004], [0.45123, -3.15685, -3.58964], [0.53319, 1.09991, 0.14468], [0.25485, 2.23180, 0.30702], [-0.58543, 3.65463, 2.05241], [0.31448, 5.91392, 0.65223], [0.39869, 4.66902, 0.03942], [-0.34027, -0.66662, -2.05538], [-2.50107, -1.43946, 0.12501], [0.00588, 3.51765, 0.77640], [1.44326, -3.69147, -3.26770], [-0.80727, -1.92406, 2.25917], [-0.65584, 4.90642, 2.64598], [-0.75073, -3.65867, 0.02335], [2.74716, -4.28929, -3.42437], [-0.17849, 6.02814, 1.95974], [0.63781, 6.79658, 0.09325], [-1.32694, -4.19336, 0.78884], [0.76315, 4.57558, -0.99320], [2.88613, -4.93156, -2.54540], [-2.62276, -1.10788, -0.91181], [-1.21487, -3.79164, -0.95555], [-1.45570, -1.11823, 2.61762], [0.27270, -4.04150, -0.00180], [-0.20862, 7.00350, 2.43748], [-1.21030, -2.90041, 2.55130], [-1.08688, 4.98415, 3.64212], [2.80991, -4.89262, -4.35333], [3.52735, -3.51180, -3.39393], [-0.96812, 2.76247, 2.55025], [-3.15130, -2.30433, 0.32931], [0.19239, -1.78843, 2.67771], [-2.76229, -0.61894, 0.80739]],
  "forces_ev_per_angstrom": [[0.14, -0.17, -0.76], [1.65, -1.10, 1.53], [-0.26, -0.04, -0.68], [-0.73, 0.16, 0.62], [2.91, -1.25, 4.13], [5.15, -3.10, 2.75], [-1.43, 3.54, 0.18], [0.68, -2.84, 0.31], [0.17, -0.19, -0.10], [-0.04, -0.15, -0.14], [0.05, -0.28, 0.13], [-3.15, 1.61, -4.92], [-0.11, 0.06, -0.22], [-0.29, 1.73, -0.09], [-4.61, 3.15, -4.32], [0.34, 0.10, 0.30], [-0.01, -0.17, -0.21], [0.15, -0.39, -0.19], [0.19, -0.47, 1.29], [-0.01, -0.20, -0.17], [-0.15, -0.30, 0.31], [0.13, -0.08, -0.35], [-0.08, 0.01, 0.61], [0.27, -0.17, -0.11], [-0.28, -0.13, 0.26], [-0.05, -0.14, 0.03], [0.11, -0.21, -0.02], [-0.09, -0.06, 0.14], [-0.02, -0.15, -0.09], [0.00, 0.30, 0.19], [0.12, 0.13, -0.25], [-0.46, 0.36, 0.27], [-0.33, 0.11, -0.04], [0.20, 0.31, 0.01], [0.11, 0.37, -0.08], [-0.25, -0.16, 0.00], [-0.02, -0.20, -0.33]]
}

---

No. 3
{
  "formula": "C13H17ClN2O4Pt",
  "method": "wB97M-V/def2-TZVPD",
  "spin_multiplicity": 3,
  "charge": 0,
  "total_energy_ha": -1495.07329,
  "s_squared": 2.007,
  "lumo_ev": [-1.0278, -2.2344],
  "homo_lumo_gap_ev": [5.24, 6.84],
  "homo_energy_ev": [-6.3, -9.1],
  "symbols": ["Pt", "Cl", "O", "O", "O", "O", "N", "N", "C", "C", "C", "C", "C", "C", "C", "C", "C", "C", "C", "C", "C", "H", "H", "H", "H", "H", "H", "H", "H", "H", "H", "H", "H", "H", "H", "H", "H", "H"],
  "positions_angstrom": [[-1.27548, 0.37172, 0.02967], [0.10000, -0.17664, 3.23328], [-1.01420, -0.76512, 2.34861], [0.16715, -0.96621, 4.44630], [1.34058, -0.21358, 2.46666], [-0.24286, 1.21287, 3.46693], [0.02750, -1.39857, -0.00352], [0.46410, 1.05507, -0.91940], [1.46828, 0.15386, -1.09824], [2.18356, -2.22682, -0.65698], [1.58371, 2.70462, -2.19360], [1.88011, -3.49054, -0.16401], [-0.25158, -2.59806, 0.52826], [0.63928, -3.67270, 0.46607], [0.53884, 2.30923, -1.38666], [1.24697, -1.17232, -0.55201], [-2.86910, -0.57451, 0.72315], [-1.04968, 2.07378, 1.19208], [-2.60789, 1.18054, -1.23544], [2.60250, 1.79408, -2.45780], [2.55737, 0.53139, -1.89564], [-2.38948, -1.53284, 0.58706], [-1.75636, 2.05517, 2.01940], [-0.31623, 2.94691, -1.16580], [0.34232, -4.63761, 0.87830], [3.34717, -0.18135, -2.04490], [-1.21436, 2.97634, 0.59616], [-3.62572, -0.40589, -0.02587], [-3.34933, 1.90394, -0.82007], [-3.02061, -0.01829, 1.66073], [1.53302, 3.69473, -2.60628], [-3.17151, 0.34325, -1.73205], [3.43245, 2.10213, -3.08672], [3.14804, -2.00454, -1.10181], [-1.21078, -2.74480, 1.00994], [-1.80759, 1.56298, -1.86350], [-0.03692, 2.12314, 1.58474], [2.60677, -4.31536, -0.22704]],
  "forces_ev_per_angstrom": [[0.81, -1.89, 0.49], [-1.09, -0.24, -0.77], [2.11, 0.87, 2.01], [0.11, 0.77, -1.10], [-0.57, -0.36, 0.50], [0.43, -1.42, 1.13], [0.50, 0.52, -0.15], [1.02, 0.00, -0.20], [-0.24, 1.76, -0.86], [-0.34, 0.55, 0.16], [-0.27, -0.16, 0.25], [-0.13, 0.15, 0.28], [0.53, -0.70, -0.21], [0.00, 0.47, -0.38], [0.19, -0.69, -0.35], [-0.19, -1.68, 0.10], [-0.62, 1.37, -0.47], [-0.02, 1.67, 0.92], [-0.65, -0.55, -1.53], [0.10, 0.26, 0.03], [-0.24, -0.17, 0.51], [-1.05, -0.50, 1.04], [0.07, -0.04, -0.12], [0.39, -0.11, -0.09], [0.12, 0.36, -0.07], [0.24, -0.01, -0.21], [-0.22, -0.19, -0.24], [-0.81, -0.48, 0.44], [0.93, -0.45, -0.15], [-0.46, -1.42, -0.04], [0.33, 0.22, -0.18], [0.51, 1.04, 0.14], [-0.07, -0.20, 0.07], [-0.13, -0.22, 0.07], [0.22, 0.19, -0.05], [-1.01, 0.79, -0.88], [-0.09, -0.03, -0.10], [-0.43, 0.53, -0.01]]
}

---

No. 4
{
  "formula": "C13H17ClN6O8STi",
  "method": "wB97M-V/def2-TZVPD",
  "spin_multiplicity": 2,
  "charge": -1,
  "total_energy_ha": -3144.24724,
  "s_squared": 0.752,
  "lumo_ev": [1.8773, 1.8751],
  "homo_lumo_gap_ev": [6.80, 7.71],
  "homo_energy_ev": [-4.9, -5.8],
  "symbols": ["Ti", "Cl", "S", "O", "O", "O", "O", "O", "O", "O", "O", "N", "N", "N", "N", "N", "N", "C", "C", "C", "C", "C", "C", "C", "C", "C", "C", "C", "C", "C", "H", "H", "H", "H", "H", "H", "H", "H", "H", "H", "H", "H", "H", "H", "H", "H", "H"],
  "positions_angstrom": [[0.39075, 0.17802, 0.17393], [1.13725, 1.55788, -1.67644], [2.23831, -2.54849, -0.33688], [-2.16899, 3.16711, 1.47892], [-0.97244, -1.06723, -0.52043], [-2.88417, -2.21057, -0.59759], [-0.84419, 1.46300, 0.94336], [3.63910, -2.72495, -0.62509], [1.92669, -1.09366, -0.11434], [1.71435, -3.35332, 0.75517], [-0.70227, -0.41113, -3.57882], [0.30215, -1.00037, 2.06562], [1.91375, 1.12872, 1.61144], [0.53375, -2.55642, 3.52172], [1.45056, -1.63264, 3.87756], [-2.14544, 1.19077, -1.49293], [3.64311, 2.13006, 3.52857], [-2.98712, 0.14323, -0.95526], [2.61812, 2.22608, 1.38753], [-0.12105, -2.18833, 2.41434], [1.31056, -2.94702, -1.79540], [-2.24298, -1.17339, -0.68934], [-2.27918, 1.37462, -2.92467], [-1.99003, 0.13397, -3.75464], [1.27453, -0.70557, 2.96671], [-2.21984, 2.44151, -0.77857], [3.48360, 2.72570, 2.35079], [-1.71891, 2.38258, 0.66581], [2.93480, 1.02872, 3.74349], [2.06436, 0.51589, 2.79291], [-1.56295, 3.16104, -1.27641], [2.48234, 2.68846, 0.41691], [4.06406, 3.62249, 2.17611], [-3.40426, 0.45560, 0.00700], [1.50958, -3.98525, -2.04792], [-0.86213, -2.77594, 1.89824], [0.25822, -2.77937, -1.57642], [3.05600, 0.53373, 4.69915], [-2.13032, 0.42498, -4.80484], [-3.30096, 1.70652, -3.19446], [-1.58470, 2.16500, -3.22219], [1.63840, -2.28166, -2.59121], [-2.72560, -0.64895, -3.53885], [-0.17449, 0.18948, -3.02519], [-3.23062, 2.87567, -0.75251], [-3.84128, -0.08577, -1.60181], [0.50960, -3.44078, 3.99695]],
  "forces_ev_per_angstrom": [[-0.26, 0.04, -0.11], [0.05, 0.05, 0.01], [0.00, -0.39, -0.04], [0.15, 0.08, 0.00], [0.03, -0.30, 0.05], [0.07, -0.01, -0.03], [0.15, 0.01, 0.00], [-0.04, 0.05, -0.02], [0.03, 0.19, -0.04], [0.00, 0.06, -0.09], [0.07, 0.14, -0.02], [0.03, 0.21, -0.20], [0.04, -0.15, 0.21], [-0.03, -0.03, -0.10], [0.04, 0.14, 0.02], [0.00, 0.03, 0.03], [0.00, 0.05, -0.07], [0.05, -0.04, -0.02], [0.04, 0.15, -0.13], [-0.02, -0.04, 0.21], [0.07, 0.12, 0.17], [-0.14, 0.08, 0.09], [0.01, -0.04, -0.03], [-0.01, 0.00, 0.03], [-0.05, -0.16, 0.04], [0.13, 0.09, -0.01], [0.00, -0.10, 0.14], [-0.42, -0.17, 0.09], [-0.01, -0.09, 0.13], [0.09, 0.20, -0.14], [-0.02, 0.00, -0.06], [0.02, 0.02, 0.02], [-0.03, 0.01, -0.07], [0.04, -0.02, 0.01], [0.02, -0.02, 0.03], [0.01, 0.00, -0.03], [0.00, -0.02, -0.04], [-0.02, -0.03, -0.02], [-0.02, -0.05, 0.00], [0.02, 0.04, -0.01], [0.01, 0.00, 0.01], [-0.01, -0.02, -0.01], [0.01, 0.00, 0.02], [-0.03, -0.07, 0.02], [0.01, 0.00, 0.01], [-0.02, 0.02, 0.01], [-0.02, -0.01, -0.02]]
}